--- P ---
Here is an isolated ion of composition C7H7N2 and charge +1 from OMol25. Energies are from wB97M-V/def2-TZVPD.

**HOMO energy**: -14.5564 eV
**LUMO energy**: -0.2444 Ha
**Charge**: +1

Each line ends with the Löwdin charge.
Geometry (Å):
C 0.787 -2.089 1.842  -0.006
C -0.012 -2.086 0.746  0.039
C 1.351 -0.687 2.242  0.085
C 0.610 -0.048 1.453  0.192
C -0.144 -0.629 0.413  -0.296
C -0.518 1.234 -0.970  -0.383
C -1.028 1.494 -2.370  -0.013
N -0.663 -0.153 -0.611  0.206
N 0.140 1.894 -0.156  0.238
H 1.135 -3.019 2.328  0.140
H -0.655 -3.000 0.498  0.167
H 2.135 -0.661 3.081  0.187
H -1.084 0.544 -2.948  0.092
H -0.397 2.264 -2.928  0.106
H -2.034 2.054 -2.512  0.123
H 0.379 2.889 -0.109  0.126

--- Q ---
Here is an isolated ion of composition C7H7N2 and charge +1 from OMol25. Energies are from wB97M-V/def2-TZVPD.

**HOMO energy**: -14.8902 eV
**LUMO energy**: -0.1857 Ha
**Charge**: +1
**Structure (SMILES)**: c1cc2[n+](cn1)[C@@H]1C[C@H]21

Each line ends with the Löwdin charge.
Geometry (Å):
C -2.667 -0.634 -0.237  -0.024
C -1.513 -1.336 0.082  0.071
C -0.365 -0.585 0.265  -0.090
N -0.398 0.805 0.258  0.074
C -1.646 1.371 0.206  -0.053
N -2.704 0.696 -0.091  0.133
C 1.053 0.911 0.364  -0.141
C 1.699 0.039 -0.688  -0.024
C 1.123 -0.622 0.522  -0.077
H -3.558 -1.018 -0.487  0.096
H -1.661 -2.458 0.086  0.159
H -1.608 2.485 0.403  0.173
H 1.596 1.944 0.874  0.242
H 2.823 0.182 -0.590  0.153
H 1.182 0.008 -1.724  0.166
H 1.545 -1.230 1.265  0.141

Relative energy table, unit eV: P 3.015; Q 0.000

--- P ---
Here is one molecule with the formula C2H2BrN3 from OMol25. Energies are from wB97M-V/def2-TZVPD.

**HOMO energy (spin up / spin down)**: -9.5406 / -9.5388 eV
**LUMO energy (spin up / spin down)**: -0.0070 / -0.0070 Ha
**Charge**: 0
**Structure (SMILES)**: [H]/N=C(\Br)NC#N

Each line ends with the Löwdin charge.
Geometry (Å):
H 0.300 2.130 0.140  -0.034
N -0.439 1.466 -0.053  0.051
C 0.395 0.127 -0.014  -0.730
Br 2.283 -0.187 -0.003  0.734
N -0.271 -1.002 0.113  -0.047
C -1.585 -1.099 -0.040  -0.299
N -2.724 -1.101 -0.114  0.190
H 0.186 -1.832 0.468  0.135

--- Q ---
Here is one molecule with the formula C2H2BrN3 from OMol25. Energies are from wB97M-V/def2-TZVPD.

**HOMO energy**: -10.1239 eV
**LUMO energy**: -0.0035 Ha
**Charge**: 0
**Structure (SMILES)**: N#C/N=C(/N)Br

Each line ends with the Löwdin charge.
Geometry (Å):
N -3.954 2.260 0.083  0.154
C -2.863 1.949 -0.064  -0.456
N -1.652 1.588 -0.001  0.069
C -1.274 0.374 -0.049  -0.649
N -0.050 -0.168 0.079  0.081
Br -2.644 -1.174 -0.008  0.617
H 0.781 0.417 -0.055  0.136
H -0.261 -1.177 0.113  0.049

Relative energy table, unit eV: P 1.941; Q 0.000

--- P ---
Here is one molecule with the formula C23H27N3O3S from OMol25. Energies are from wB97M-V/def2-TZVPD.

**HOMO energy**: -7.6249 eV
**LUMO energy**: -0.0046 Ha
**Charge**: 0
**Structure (SMILES)**: CCc1ccc2[nH]c(=O)c(CN(Cc3ccco3)C(=S)NC[C@H]3CCCO3)cc2c1

Each line ends with the Löwdin charge.
Geometry (Å):
C 1.909 5.999 -3.713  -0.093
C 1.982 4.537 -4.158  -0.215
C 1.082 3.684 -3.311  -0.244
C -0.275 3.562 -3.632  -0.024
C -1.131 2.818 -2.854  -0.003
C -0.646 2.166 -1.720  -0.184
N -1.462 1.412 -0.921  0.186
C -1.067 0.697 0.177  -0.393
O -1.902 0.075 0.829  0.038
C 0.351 0.769 0.495  -0.098
C 0.868 -0.113 1.601  -0.083
N 1.183 -1.451 1.136  -0.107
C 2.364 -1.584 0.314  -0.121
C 2.135 -1.102 -1.084  -0.270
C 2.957 -0.468 -1.971  -0.035
C 2.192 -0.265 -3.145  -0.064
C 0.965 -0.788 -2.884  -0.115
O 0.923 -1.299 -1.642  0.052
C 0.395 -2.545 1.370  -0.777
S 1.011 -4.079 1.209  0.696
N -0.861 -2.327 1.790  0.015
C -1.757 -3.401 2.140  -0.162
C -1.609 -3.800 3.624  -0.333
C -1.940 -2.639 4.567  -0.123
C -3.462 -2.746 4.688  -0.152
C -3.733 -4.236 4.413  -0.194
O -2.520 -4.821 3.969  -0.100
C 1.173 1.559 -0.235  0.040
C 0.714 2.278 -1.377  -0.146
C 1.558 3.047 -2.186  0.021
H 0.892 6.373 -3.799  0.073
H 2.221 6.094 -2.675  0.075
H 2.559 6.615 -4.329  0.069
H 1.681 4.464 -5.205  0.110
H 3.011 4.185 -4.073  0.109
H -0.654 4.060 -4.513  0.118
H -2.175 2.728 -3.115  0.114
H -2.447 1.352 -1.155  0.169
H 1.793 0.319 2.003  0.133
H 0.136 -0.180 2.408  0.130
H 3.199 -1.033 0.757  0.138
H 2.615 -2.654 0.304  0.052
H 3.978 -0.188 -1.810  0.111
H 2.512 0.207 -4.051  0.103
H 0.073 -0.859 -3.474  0.123
H -1.293 -1.426 1.593  0.082
H -1.540 -4.284 1.531  0.087
H -2.778 -3.072 1.946  0.133
H -0.602 -4.199 3.776  0.134
H -1.467 -2.806 5.535  0.116
H -1.614 -1.680 4.173  0.103
H -3.950 -2.122 3.940  0.104
H -3.820 -2.446 5.670  0.105
H -4.038 -4.774 5.316  0.116
H -4.512 -4.371 3.653  0.115
H 2.220 1.637 0.024  0.134
H 2.602 3.123 -1.919  0.128

--- Q ---
Here is one molecule with the formula C23H27N3O3S from OMol25. Energies are from wB97M-V/def2-TZVPD.

**HOMO energy**: -7.9698 eV
**LUMO energy**: 0.0065 Ha
**Charge**: 0
**Structure (SMILES)**: Cc1cc2ccccc2n1CCNC(=O)c1ccc(S(=O)(=O)N2CCCCC2)cc1

Each line ends with the Löwdin charge.
Geometry (Å):
C 6.581 0.094 -1.596  -0.022
C 5.490 0.699 -0.784  -0.271
C 5.022 1.980 -0.810  0.014
C 3.994 2.081 0.168  -0.173
C 3.156 3.112 0.588  -0.035
C 2.244 2.855 1.587  -0.101
C 2.158 1.594 2.183  -0.101
C 2.975 0.556 1.788  -0.034
C 3.888 0.802 0.769  -0.187
N 4.813 -0.022 0.175  -0.020
C 4.905 -1.437 0.393  -0.101
C 3.982 -2.218 -0.568  -0.134
N 2.622 -1.740 -0.502  0.080
C 1.745 -2.233 0.405  -0.462
O 1.996 -3.209 1.085  0.071
C 0.427 -1.528 0.490  -0.114
C -0.636 -2.253 1.031  0.010
C -1.878 -1.669 1.183  -0.035
C -2.052 -0.351 0.806  -0.267
S -3.671 0.389 1.016  0.680
O -4.151 0.099 2.334  -0.276
O -3.595 1.767 0.610  -0.284
N -4.541 -0.560 -0.058  -0.240
C -5.923 -0.812 0.297  -0.203
C -6.827 0.365 -0.066  -0.175
C -6.685 0.683 -1.553  -0.199
C -5.222 0.979 -1.874  -0.181
C -4.347 -0.200 -1.447  -0.198
C -1.009 0.388 0.285  -0.039
C 0.234 -0.199 0.120  -0.014
H 7.379 -0.282 -0.955  0.084
H 6.218 -0.734 -2.205  0.074
H 6.998 0.849 -2.256  0.083
H 5.370 2.769 -1.447  0.109
H 3.227 4.090 0.136  0.109
H 1.582 3.639 1.925  0.099
H 1.433 1.429 2.966  0.106
H 2.892 -0.414 2.256  0.111
H 4.603 -1.652 1.420  0.128
H 5.935 -1.771 0.254  0.124
H 4.333 -2.123 -1.597  0.117
H 3.976 -3.270 -0.277  0.124
H 2.416 -0.875 -0.973  0.130
H -0.455 -3.274 1.332  0.122
H -2.713 -2.207 1.602  0.120
H -5.938 -0.997 1.371  0.110
H -6.242 -1.718 -0.230  0.130
H -6.520 1.231 0.524  0.116
H -7.862 0.124 0.180  0.113
H -7.306 1.541 -1.816  0.110
H -7.025 -0.173 -2.143  0.112
H -4.898 1.863 -1.324  0.100
H -5.090 1.162 -2.942  0.113
H -3.288 0.040 -1.571  0.115
H -4.578 -1.085 -2.052  0.131
H -1.183 1.421 0.025  0.117
H 1.043 0.406 -0.259  0.106

Relative energy table, unit eV: P 0.322; Q 0.000

--- P ---
Here is a 2-piece molecular cluster, C2HBrF2S overall from OMol25. Energies are from wB97M-V/def2-TZVPD.

**HOMO energy (spin up / spin down)**: -9.7758 / -9.7747 eV
**LUMO energy (spin up / spin down)**: -0.0414 / -0.0414 Ha
**Charge**: 0

Each line ends with the Löwdin charge.
Geometry (Å):
C -0.700 1.105 -0.297  -1.079
C -1.750 0.960 0.760  -0.985
F -1.574 -0.066 1.583  0.066
F -2.385 1.821 1.479  0.117
S -2.304 0.610 -0.945  0.883
Br -0.080 2.813 -0.375  0.749
H 0.667 -0.180 -0.417  0.250

--- Q ---
Here is one molecule with the formula C2HBrF2S from OMol25. Energies are from wB97M-V/def2-TZVPD.

**HOMO energy**: -9.7052 eV
**LUMO energy**: -0.0479 Ha
**Charge**: 0
**Structure (SMILES)**: FC(F)(Br)C=S

Each line ends with the Löwdin charge.
Geometry (Å):
F -1.263 -0.910 0.676  0.045
C -0.604 -0.094 -0.116  -1.020
F -0.895 -0.567 -1.387  -0.017
Br -1.364 1.645 -0.003  0.806
C 0.959 -0.063 0.161  -0.668
S 2.168 0.832 -0.339  0.762
H 0.999 -0.845 1.008  0.091

--- R ---
Here is one molecule with the formula C2HBrF2S from OMol25. Energies are from wB97M-V/def2-TZVPD.

**HOMO energy**: -8.8187 eV
**LUMO energy**: -0.0572 Ha
**Charge**: 0

Each line ends with the Löwdin charge.
Geometry (Å):
C 0.327 0.439 0.162  -0.916
C 1.051 0.671 -1.073  -0.507
F 1.085 -0.211 -2.007  0.214
F 1.767 1.716 -1.372  0.163
S 1.900 -0.032 1.247  0.424
Br -0.376 2.252 0.783  0.569
H -0.613 -0.106 0.141  0.053

Relative energy table, unit eV: P 3.194; Q 0.000; R 1.587